[1]
This record from OMol25 describes a structure of composition C16H43ClInO6Si2. The level of theory is the ωB97M-V functional and the def2-TZVPD basis.

LUMO level = -6.159 eV
Relative energy (zero: lowest compared OMol25 entry of this formula, charge and spin) = 0.00 kJ/mol
E_HOMO = -12.266 eV
Total charge = +1

Last column: natural (NBO) charge in e.
Geometry (Å):
O -0.6099 -1.7724 -3.0257  -0.6135
O 0.8272 1.6882 -6.7719  -0.5441
C -0.0524 -2.9272 -3.7743  -0.0649
C -0.9996 -4.0306 -3.4543  -0.6297
H 0.9826 -3.0787 -3.4084  0.1937
H 0.0529 -2.7057 -4.8456  0.2092
H -1.1209 -4.0948 -2.3827  0.2091
H -0.6736 -4.9847 -3.8150  0.2336
H -1.9524 -3.7919 -3.8952  0.2115
C -1.4397 -0.9207 -3.8227  -0.0700
C -1.5022 -1.1585 -5.2894  -0.6709
H -1.0252 0.0607 -3.6349  0.1774
H -2.4368 -0.9632 -3.4144  0.1761
H -0.6381 -0.7695 -5.8515  0.2366
H -2.3767 -0.6273 -5.6940  0.2470
H -1.6426 -2.1944 -5.6242  0.2264
C 0.3882 2.5727 -5.7644  -0.0525
C 2.1775 1.2929 -6.5516  -0.0593
C -1.0163 3.0700 -6.0402  -0.6232
H 1.0690 3.4357 -5.7051  0.1697
H 0.4054 2.0552 -4.7898  0.1353
H -1.1402 3.4307 -7.0682  0.2300
H -1.2149 3.9014 -5.3587  0.2164
H -1.7476 2.2821 -5.8441  0.1957
C 2.6227 0.7030 -7.8635  -0.6207
H 2.2394 0.5567 -5.7338  0.1422
H 2.8252 2.1385 -6.2904  0.1724
H 1.9410 -0.0865 -8.1801  0.2120
H 3.6237 0.3003 -7.8246  0.2132
H 2.6091 1.4799 -8.6275  0.2215
H 1.3645 -0.5500 -2.1584  0.1019
In -0.3933 -0.6337 -0.6269  1.7911
C 2.4180 -0.5329 -2.5182  -1.0365
Si 3.3540 0.3216 -1.1640  1.6122
H 2.7751 -1.5881 -2.6729  0.2542
H 2.4536 0.0684 -3.4547  0.2686
C 4.9673 -0.2375 -1.8483  -1.1138
C 3.3540 -0.0892 0.6574  -1.1320
C 3.0137 2.1459 -1.1845  -1.1259
C -2.2992 -1.5150 -0.3032  -1.2660
Si -3.4582 -0.0456 -0.3172  1.6059
H -2.1710 -2.0427 0.6628  0.2789
H -2.5097 -2.2517 -1.1129  0.2750
C -4.8997 -0.6822 -1.3113  -1.1108
C -2.8823 1.5935 -1.0185  -1.1429
C -3.9209 0.2453 1.4535  -1.1267
H 2.6034 2.5159 -2.1331  0.2389
H 4.0194 2.5570 -1.0383  0.2565
H 2.3549 2.4392 -0.3606  0.2533
H 5.0382 -1.3279 -1.8898  0.2409
H 5.6862 0.1711 -1.1467  0.2360
H 5.1097 0.1612 -2.8542  0.2407
H 2.9042 -1.0396 0.9553  0.2400
H 2.9219 0.7127 1.2636  0.2638
H 4.4322 -0.1335 0.8719  0.2636
H -2.8345 1.5760 -2.1100  0.2407
H -1.9229 1.9703 -0.6386  0.2590
H -3.6452 2.3308 -0.7364  0.2796
H -4.6197 1.0840 1.5109  0.2564
H -3.0478 0.4712 2.0763  0.2652
H -4.4233 -0.6477 1.8397  0.2458
H -5.8042 -0.1235 -1.0490  0.2629
H -5.0625 -1.7404 -1.0686  0.2441
H -4.7365 -0.5940 -2.3920  0.2407
O -1.0525 1.5093 2.3197  -0.7434
Cl 0.1612 1.1602 1.6360  2.4920
O 1.3102 1.7184 2.2642  -0.7289
O 0.2925 -0.3328 1.5799  -0.8854
O 0.0910 1.6150 0.2119  -0.8755

Forces on atoms 1 to 2 (eV/Å):
O 1.077 -0.661 -0.919
O 0.264 0.259 0.584

***

[2]
This record from OMol25 describes a cluster of 7 separate species, C16H43F3NO16S5 in total. The level of theory is the ωB97M-V functional and the def2-TZVPD basis.

LUMO level = 1.724 eV
Relative energy (zero: lowest compared OMol25 entry of this formula, charge and spin) = 0.00 kJ/mol
E_HOMO = -4.513 eV
Total charge = -1

Last column: Löwdin charge in e.
Geometry (Å):
N 12.6776 7.9105 -33.7272  0.2559
H 12.7309 8.8567 -33.3685  0.0695
H 11.9157 7.7659 -34.3879  0.0514
H 12.4411 7.2654 -32.9338  0.0541
H 13.5568 7.6133 -34.2278  0.0635
C 10.5759 7.6542 -29.7131  -0.6744
F 9.5988 7.6892 -30.6334  0.1013
F 11.2034 8.8184 -29.7313  0.1394
F 10.0425 7.4955 -28.5113  0.1333
S 11.6600 6.1819 -30.1854  0.5152
O 10.7747 5.0477 -30.4147  -0.3272
O 12.3353 6.7060 -31.3703  -0.3529
O 12.5320 6.0092 -29.0360  -0.3172
C 17.4855 6.8702 -35.0491  -0.0845
C 16.2773 7.8305 -35.0296  -0.6461
C 16.2907 8.7278 -36.2593  -0.0914
O 15.0494 7.2527 -34.8188  -0.3146
H 18.3314 7.2559 -35.6255  0.0516
H 17.2258 5.8757 -35.4231  0.0595
H 17.8809 6.6995 -34.0432  0.0581
H 16.4916 8.5124 -34.1823  0.1044
H 15.9922 8.1826 -37.1617  0.0563
H 17.2933 9.1179 -36.4655  0.0599
H 15.5869 9.5467 -36.0946  0.0638
O 11.2836 8.0036 -36.3113  -0.2818
S 11.2947 7.7279 -37.7205  0.6187
O 10.7243 8.6243 -38.6990  -0.2938
O 12.7996 7.4483 -38.2101  -0.2616
C 13.6248 6.5237 -37.4736  -0.2740
C 14.4780 5.7497 -38.4636  -0.0607
C 10.5851 6.0831 -38.0199  -0.1079
H 13.0352 5.8437 -36.8552  0.1100
H 14.2743 7.0608 -36.7781  0.0704
H 15.1729 5.1089 -37.9192  0.0806
H 15.0507 6.4847 -39.0275  0.0755
H 13.8768 5.0811 -39.0801  0.0692
H 9.5069 6.2110 -37.9402  0.0589
H 10.8850 5.4797 -37.1672  0.0472
H 10.8532 5.7592 -39.0187  0.0719
O 15.2730 13.1623 -27.5201  -0.2890
S 16.4129 12.6255 -28.2320  0.6053
O 17.5993 12.1363 -27.5958  -0.2840
O 15.9204 11.4182 -29.1607  -0.2679
C 14.6541 11.5471 -29.8648  -0.2450
C 14.5431 10.4345 -30.8817  -0.0488
C 16.9691 13.7577 -29.5610  -0.1102
H 14.6303 12.5282 -30.3414  0.0948
H 13.8692 11.5205 -29.1101  0.1226
H 14.8559 9.4645 -30.4922  0.0945
H 15.2235 10.6188 -31.7158  0.0833
H 13.5243 10.3218 -31.2343  0.0515
H 17.7615 13.2422 -30.0985  0.0677
H 17.3980 14.6571 -29.1246  0.0635
H 16.1405 13.9706 -30.2290  0.0492
O 12.1523 12.8854 -32.0893  -0.2713
S 12.0566 12.1325 -33.3069  0.6170
O 12.3730 10.7309 -33.2350  -0.2933
O 10.5809 12.3011 -33.9094  -0.2244
C 9.9409 13.5398 -33.6471  -0.2880
C 8.6315 13.6004 -34.4335  -0.0680
C 13.1750 12.8131 -34.5884  -0.0790
H 10.5551 14.4018 -33.9186  0.1181
H 9.6177 13.6989 -32.6175  0.1199
H 8.7263 13.8109 -35.4979  0.0756
H 8.0445 14.4152 -34.0009  0.0771
H 8.0147 12.7137 -34.2893  0.0837
H 12.9139 12.4844 -35.5878  0.0752
H 14.1438 12.4982 -34.2119  0.0684
H 13.0467 13.8917 -34.5000  0.0579
O 10.1558 6.8450 -33.6404  -0.2843
S 9.4439 5.7155 -34.1922  0.6237
O 8.8079 5.8359 -35.4672  -0.2746
O 10.5079 4.5001 -34.3529  -0.2586
C 11.3766 4.1485 -33.2834  -0.2827
C 12.4224 3.1655 -33.7875  -0.0506
C 8.4384 5.0722 -32.8713  -0.1029
H 10.8369 3.6363 -32.4821  0.1055
H 11.8294 5.0461 -32.8615  0.0869
H 11.9648 2.5155 -34.5336  0.0761
H 12.9102 2.6543 -32.9607  0.0816
H 13.2380 3.6942 -34.2897  0.0759
H 9.0950 4.9447 -32.0110  0.0449
H 7.8713 4.2153 -33.2281  0.0746
H 7.6962 5.8433 -32.6584  0.0766

Forces on atoms 1 to 2 (eV/Å):
N -0.559 -1.451 0.101
H -0.090 0.012 -0.299

***

[3]
This record from OMol25 describes a cluster of 5 separate species, C16H43N2O6P in total. The level of theory is the ωB97M-V functional and the def2-TZVPD basis.

SMILES = CP(C)OC(=O)NCN.CC(C)O.CC(C)O.CC(C)O.CC(C)O
LUMO level = 0.682 eV
E_HOMO = -8.872 eV

Last column: natural (NBO) charge in e.
Geometry (Å):
C 0.6312 -1.6335 3.0403  -0.9973
P 1.7545 -0.2506 2.5738  1.1130
C 1.5803 -0.2647 0.7534  -0.9950
O 0.8646 1.1157 3.0343  -0.7792
C -0.2067 1.5701 2.3478  0.9138
O -0.0997 2.2057 1.3388  -0.5771
N -1.4484 1.2055 2.9586  -0.7134
C -2.5059 0.9659 1.9482  -0.0565
N -2.3759 -0.3365 1.3345  -0.8351
H -0.2317 -1.2902 3.6128  0.2552
H 1.2218 -2.3059 3.6649  0.2411
H 0.2913 -2.1966 2.1680  0.2282
H 0.6211 -0.6221 0.3712  0.2233
H 2.3707 -0.9360 0.4053  0.2400
H 1.7667 0.7381 0.3691  0.2606
H -1.7405 1.9778 3.5532  0.3906
H -3.4602 1.0471 2.4718  0.1785
H -2.4890 1.7231 1.1589  0.1845
H -1.7853 -0.2873 0.5118  0.3655
H -1.9358 -0.9724 1.9911  0.3638
C -4.4440 -2.2652 -1.9230  -0.6290
C -3.2517 -1.3277 -1.9908  0.0904
C -3.2121 -0.5437 -3.2921  -0.6318
O -2.0298 -2.0432 -1.7897  -0.7438
H -4.3939 -2.9981 -2.7337  0.1971
H -4.4503 -2.8037 -0.9756  0.2196
H -5.3811 -1.7153 -2.0194  0.2097
H -3.2956 -0.6333 -1.1504  0.1788
H -3.1305 -1.2239 -4.1456  0.1935
H -2.3555 0.1302 -3.3103  0.2239
H -4.1151 0.0552 -3.4186  0.2149
H -1.9314 -2.6844 -2.5065  0.4724
C 4.7578 1.6586 4.6853  -0.6323
C 5.5848 0.4358 5.0360  0.0951
C 7.0179 0.8036 5.3906  -0.6289
O 5.5561 -0.5155 3.9765  -0.7144
H 5.1803 2.1554 3.8062  0.1944
H 3.7313 1.3805 4.4493  0.2273
H 4.7491 2.3776 5.5063  0.2077
H 5.1287 -0.0818 5.8830  0.1713
H 7.5026 1.2881 4.5378  0.1953
H 7.5902 -0.0881 5.6454  0.2170
H 7.0520 1.4942 6.2346  0.2093
H 5.9370 -0.0953 3.1972  0.4551
C -4.1902 4.5522 -1.7103  -0.6294
C -3.1132 3.4871 -1.8353  0.0940
C -1.8176 3.9011 -1.1602  -0.6309
O -2.8880 3.1491 -3.2028  -0.7198
H -3.8613 5.4777 -2.1919  0.1968
H -5.1109 4.2257 -2.1937  0.2174
H -4.4041 4.7746 -0.6639  0.2100
H -3.4741 2.5572 -1.3866  0.1692
H -1.4247 4.8084 -1.6298  0.1950
H -1.0667 3.1178 -1.2500  0.2266
H -1.9656 4.1063 -0.0999  0.2138
H -2.5648 3.9360 -3.6561  0.4577
C 2.3813 -4.1397 -3.6201  -0.6299
C 0.9391 -3.9487 -4.0591  0.0952
C 0.7261 -2.6138 -4.7545  -0.6313
O 0.0506 -4.0882 -2.9506  -0.7270
H 2.6646 -3.3579 -2.9092  0.1971
H 2.5079 -5.1056 -3.1319  0.2193
H 3.0622 -4.0854 -4.4704  0.2115
H 0.6572 -4.7585 -4.7354  0.1730
H 0.9616 -1.7916 -4.0726  0.2023
H -0.3124 -2.5057 -5.0679  0.2156
H 1.3660 -2.5200 -5.6329  0.2117
H 0.2571 -3.3910 -2.3151  0.4650

Forces on atoms 1 to 2 (eV/Å):
C 0.106 -0.229 -0.058
P 0.185 0.178 0.248

***

Which value of E_HOMO does entry 3 give?
-8.872 eV

***

Which value of E_HOMO does entry 3 give?
-8.872 eV

***

Which of these has the highest LUMO level?
C16H43F3NO16S5

***

Among the records above, which one has the lowest LUMO level?
C16H43ClInO6Si2